Density functional theory data (ωB97M-V/def2-TZVPD) for C31H31CrN4O3S3 as an isolated structure.

Calculated values
orbital gap (alpha / beta): 5.87 / 5.92 eV
DFT total energy: -105681.381 eV
largest force on an atom: 0.7 eV/Å
LUMO energy (alpha / beta): 4.20 / 4.20 eV
total charge: -2
2S+1: 4
<S²>: 4.22

Last column: Löwdin charge in e.
CARTESIAN COORDINATES (ANGSTROEM)
Cr1 -0.959862 0.483094 0.326091  0.330
C1 1.733131 -0.711618 -0.569938  -0.175
N1 0.546370 -1.255898 0.164842  -0.131
C2 0.926328 -1.650918 1.551924  -0.141
C3 -0.175565 -1.381742 2.564056  -0.177
N2 -0.513317 0.044181 2.659145  -0.203
C4 0.585640 0.855026 3.208748  -0.037
C5 -1.732022 0.244750 3.421937  -0.270
C6 -1.791234 -0.218448 4.732840  -0.050
C7 -2.920714 -0.051834 5.515080  -0.117
C8 -4.017531 0.604961 4.966380  -0.120
C9 -3.964430 1.076302 3.670332  -0.133
C10 -2.825691 0.920353 2.859907  -0.593
S1 -2.847952 1.616381 1.256030  0.601
C11 0.015900 -2.415370 -0.554942  -0.269
C12 0.868594 -3.457765 -0.906775  -0.049
C13 0.398017 -4.578091 -1.570913  -0.111
C14 -0.955261 -4.657491 -1.879411  -0.118
C15 -1.809330 -3.636713 -1.513060  -0.130
C16 -1.353262 -2.495516 -0.833317  -0.617
S2 -2.476257 -1.259727 -0.327851  0.595
H1 2.509796 -1.473896 -0.672635  0.104
H2 1.571337 1.095095 0.315850  0.054
H3 1.379742 -0.462536 -1.578860  0.138
H4 1.827576 -1.100470 1.810772  0.095
H5 1.155301 -2.719630 1.577108  0.124
H6 0.163873 -1.781194 3.533330  0.118
H7 -1.082227 -1.919092 2.276415  0.119
H8 0.823308 0.555377 4.239206  0.090
H9 0.308958 1.907120 3.186402  0.087
H10 1.476753 0.753842 2.592613  0.071
H11 -0.925864 -0.719760 5.151337  0.101
H12 -2.940866 -0.419046 6.533801  0.084
H13 -4.916774 0.751134 5.554331  0.089
H14 -4.815409 1.590755 3.241133  0.089
H15 1.919953 -3.400349 -0.653352  0.106
H16 1.079221 -5.374391 -1.843115  0.088
H17 -1.343832 -5.522662 -2.404652  0.090
H18 -2.866058 -3.696111 -1.742889  0.090
C17 4.836737 -0.819249 0.553315  -0.058
C18 4.687503 0.483698 -0.187853  -0.220
C19 5.812828 1.174484 -0.608204  -0.083
C20 5.680395 2.413947 -1.221644  -0.094
C21 4.423925 2.935368 -1.452729  -0.027
C22 3.260318 2.255449 -1.082216  -0.064
C23 0.491382 2.257330 -1.382692  -0.169
C24 3.419750 1.038212 -0.414831  -0.166
N3 2.285378 0.395140 0.162927  0.023
H19 5.839952 -0.905664 0.974299  0.066
H20 4.678942 -1.685059 -0.098363  0.067
H21 4.112610 -0.884185 1.367268  0.065
H22 6.796354 0.755537 -0.418423  0.091
H23 6.561880 2.970842 -1.518996  0.088
H24 4.319218 3.882154 -1.966298  0.120
H25 -0.131871 2.977062 -1.920213  0.126
H26 -0.017260 2.889689 0.540427  0.024
H27 0.457721 1.320783 -1.948217  0.089
O1 2.095983 2.638507 -3.036834  -0.197
C25 1.968608 2.856298 -1.729064  -0.544
N4 -0.060557 2.059355 -0.060973  -0.103
S3 2.091576 4.035433 1.502307  0.694
O2 0.633309 4.090772 1.907368  -0.554
O3 2.913442 4.970682 2.325745  -0.554
C26 1.952204 4.958783 -0.093235  -0.259
C27 1.834958 6.337557 0.054769  -0.102
C28 1.600887 7.153931 -1.036782  -0.120
C29 1.487976 6.583154 -2.300098  -0.115
C30 1.621988 5.213766 -2.452038  -0.051
C31 1.858629 4.374468 -1.361705  -0.158
H28 1.934850 6.744607 1.054974  0.094
H29 1.507317 8.227735 -0.907816  0.081
H30 1.308808 7.209695 -3.168481  0.081
H31 1.578823 4.736419 -3.424796  0.102

Cartesian forces, eV/Å:
Cr -0.424 -0.226 0.490
C -0.038 -0.063 -0.006
N 0.246 0.115 -0.153
C -0.077 0.006 0.063
C 0.083 -0.049 0.061
N -0.149 -0.227 -0.156
C 0.008 0.067 -0.076
C -0.021 0.002 0.023
C -0.004 -0.046 -0.014
C -0.009 0.023 -0.006
C 0.018 -0.017 0.012
C 0.010 0.002 -0.022
C -0.029 0.025 -0.014
S 0.142 0.065 0.021
C -0.055 0.019 0.026
C 0.002 -0.003 -0.028
C 0.018 0.007 0.013
C -0.008 -0.012 -0.006
C -0.009 0.000 0.005
C 0.059 0.005 0.021
S -0.034 0.055 0.029
H 0.016 0.000 0.010
H -0.079 0.073 0.051
H 0.047 0.003 0.026
H -0.018 0.017 0.004
H 0.045 0.007 -0.012
H 0.000 -0.004 -0.009
H -0.004 0.020 0.009
H -0.003 -0.009 -0.017
H -0.065 0.094 -0.010
H 0.014 -0.003 -0.009
H 0.010 0.002 -0.003
H -0.009 -0.006 -0.002
H -0.001 0.003 -0.003
H -0.004 -0.001 0.012
H -0.001 0.002 -0.002
H 0.000 0.001 -0.005
H -0.005 0.003 -0.001
H 0.000 -0.005 0.003
C 0.003 0.010 0.009
C 0.055 -0.010 0.041
C -0.012 -0.026 0.011
C -0.015 0.015 0.008
C 0.031 0.005 -0.009
C -0.033 -0.049 -0.143
C 0.261 -0.090 -0.025
C -0.069 0.181 0.043
N 0.080 -0.154 -0.026
H 0.003 -0.006 -0.015
H -0.010 -0.008 0.014
H -0.004 0.003 -0.005
H 0.000 0.001 0.003
H 0.003 0.001 -0.009
H -0.029 0.003 -0.013
H -0.001 -0.024 -0.018
H -0.151 0.246 0.159
H -0.033 0.010 0.016
O -0.046 0.000 -0.031
C -0.147 0.063 0.214
N 0.292 0.040 -0.440
S -0.009 0.108 -0.094
O 0.009 -0.211 0.021
O 0.044 -0.089 0.051
C -0.040 -0.074 -0.127
C 0.012 -0.015 0.016
C -0.004 0.020 -0.013
C 0.003 0.032 0.000
C 0.082 0.047 -0.035
C 0.049 0.070 0.041
H 0.008 -0.014 -0.008
H 0.000 0.004 0.007
H -0.004 0.002 -0.004
H -0.003 -0.042 0.036